[1]
Molecular formula: C3H9N3S
Method: DFT, ωB97M-V with the def2-TZVPD basis set

* DFT total energy: -18560.03127 eV
* Kohn-Sham gap: 0.336 hartree
* HOMO level: -8.509 eV
* max |F|: 5.45 eV/Å
* multiplicity: 1
* structure (SMILES): C/N=C(/NN)SC
* energy relative to the best compared isomer or geometry (same formula, charge and spin): 255.5 kJ/mol
* total charge: 0

Structure (XYZ):
```
16
Properties=species:S:1:pos:R:3:lowdin_charge:R:1
C 2.612 -0.623 0.081 -0.33
C -0.205 0.099 -0.096 -0.71
C -1.216 2.147 0.108 -0.21
H 2.325 -1.297 0.914 0.04
H 2.621 -1.318 -0.812 0.04
H 3.630 -0.242 0.230 0.02
H 0.166 -1.694 -0.761 0.08
H -1.936 -1.641 1.026 0.10
H -2.181 -1.495 -0.711 0.12
H -0.418 2.500 0.662 0.00
H -1.143 2.733 -0.821 0.07
H -2.305 2.481 0.395 0.11
N -0.407 -1.301 -0.088 -0.18
N -1.581 -1.930 0.088 -0.02
N -1.333 0.721 -0.150 -0.04
S 1.371 0.862 -0.066 0.91
```


[2]
Molecular formula: C3H9N3S2
Method: DFT, ωB97M-V with the def2-TZVPD basis set

* DFT total energy: -29390.75608 eV
* Kohn-Sham gap: 0.313 hartree
* HOMO level: -8.117 eV
* max |F|: 4.76 eV/Å
* multiplicity: 1
* energy relative to the best compared isomer or geometry (same formula, charge and spin): 595.2 kJ/mol
* total charge: 0

Structure (XYZ):
```
17
Properties=species:S:1:pos:R:3:lowdin_charge:R:1
C 1.217 1.547 -0.317 -0.26
C -1.925 0.934 0.747 -0.61
C 0.680 -2.439 0.302 -0.23
N -1.126 -0.061 0.222 -0.37
N 1.219 -1.195 -0.131 -0.37
N 1.788 0.994 -1.335 -0.03
S -1.565 2.441 -0.290 0.73
S 0.401 0.055 0.392 0.79
H -1.864 1.270 1.702 0.03
H -2.931 0.720 0.616 0.05
H -2.011 2.018 -1.380 -0.20
H -0.361 -2.289 0.299 0.02
H 1.061 -2.709 1.257 0.06
H 0.677 -3.218 -0.515 0.10
H 2.307 1.743 -1.943 0.16
H 1.847 -0.015 -1.445 0.06
H 0.584 0.205 1.819 0.09
```


[3]
Molecular formula: C3H9N4
Method: DFT, ωB97M-V with the def2-TZVPD basis set

* DFT total energy: -9207.04814 eV
* Kohn-Sham gap: 0.362 hartree
* HOMO level: -14.354 eV
* max |F|: 5.21 eV/Å
* multiplicity: 1
* structure (SMILES): C[C@@H]1NNN=[N+]1C
* energy relative to the best compared isomer or geometry (same formula, charge and spin): 441.3 kJ/mol
* total charge: +1

Structure (XYZ):
```
16
Properties=species:S:1:pos:R:3:lowdin_charge:R:1
C 0.774 -0.425 -0.231 -0.18
C 0.590 0.558 -1.354 -0.04
C -0.856 0.701 1.839 0.06
N -1.608 -1.120 0.303 0.16
N 0.359 -1.696 -0.712 0.04
N -1.031 -1.913 -0.505 0.02
N -0.690 -0.231 0.638 -0.04
H 1.612 -0.397 0.415 0.14
H 1.450 0.351 -2.133 0.14
H 0.555 1.583 -1.047 0.07
H -0.406 0.391 -1.857 0.10
H -1.289 0.154 2.615 0.08
H -1.400 1.553 1.678 0.07
H 0.121 0.938 2.095 0.07
H 0.812 -2.504 -0.473 0.11
H -1.433 -2.465 -1.253 0.19
```


[4]
Molecular formula: C3H9N4
Method: DFT, ωB97M-V with the def2-TZVPD basis set

* DFT total energy: -9207.28234 eV
* Kohn-Sham gap: 0.328 hartree
* HOMO level: -12.598 eV
* max |F|: 4.53 eV/Å
* multiplicity: 1
* energy relative to the best compared isomer or geometry (same formula, charge and spin): 418.7 kJ/mol
* total charge: +1

Structure (XYZ):
```
16
Properties=species:S:1:pos:R:3:lowdin_charge:R:1
C -1.217 -0.910 0.340 -0.10
C -1.877 1.286 -0.332 -0.05
C 2.604 1.411 0.430 0.16
N -0.494 -2.025 0.317 0.20
N 2.199 -0.646 -0.569 -0.02
N 2.615 0.259 0.141 -0.18
N -0.804 0.326 -0.089 -0.01
H -2.253 -1.016 0.824 0.19
H -2.152 1.167 -1.426 0.13
H -2.622 1.080 0.363 0.06
H -1.369 2.260 -0.172 0.11
H 2.747 2.206 1.086 0.06
H -0.735 -2.645 1.004 0.09
H 2.812 -1.102 -1.288 0.11
H 0.072 0.336 -0.710 0.16
H 0.475 -1.989 0.082 0.08
```


[5]
Molecular formula: C3H9N4
Method: DFT, ωB97M-V with the def2-TZVPD basis set

* DFT total energy: -9209.16712 eV
* Kohn-Sham gap: 0.391 hartree
* HOMO level: -13.789 eV
* max |F|: 6.22 eV/Å
* multiplicity: 1
* structure (SMILES): C[C@H]1NC(N)=N[NH2+]1
* energy relative to the best compared isomer or geometry (same formula, charge and spin): 236.8 kJ/mol
* total charge: +1

Structure (XYZ):
```
16
Properties=species:S:1:pos:R:3:lowdin_charge:R:1
C 0.355 -1.271 -0.560 -0.47
C -0.624 0.791 0.339 -0.18
C 0.138 2.097 0.195 -0.01
N 0.664 -1.371 0.711 0.08
N -0.388 -0.123 -0.811 0.07
N 0.735 -2.113 -1.507 0.18
N -0.041 -0.311 1.426 0.09
H -1.708 0.708 0.669 0.17
H -0.148 2.704 -0.612 0.08
H 1.122 2.042 0.036 0.05
H -0.182 2.803 1.077 0.14
H -1.152 -0.052 -1.508 0.17
H 0.040 -2.309 -2.242 0.14
H 1.393 -2.871 -1.251 0.15
H -0.707 -0.928 1.881 0.16
H 0.505 0.203 2.156 0.19
```


[6]
Molecular formula: C3H9N4
Method: DFT, ωB97M-V with the def2-TZVPD basis set

* DFT total energy: -9205.61603 eV
* Kohn-Sham gap (alpha / beta): 0.289 / 0.289 hartree
* HOMO level (alpha / beta): -12.710 / -12.710 eV
* max |F|: 4.15 eV/Å
* multiplicity: 1
* energy relative to the best compared isomer or geometry (same formula, charge and spin): 579.4 kJ/mol
* total charge: +1

Structure (XYZ):
```
16
Properties=species:S:1:pos:R:3:lowdin_charge:R:1
C 0.567 1.056 -0.571 -0.14
C -1.487 -0.193 -0.683 0.31
C 3.589 -0.854 0.416 -0.09
N -0.562 0.440 -0.368 0.11
N 1.767 0.565 -0.140 -0.03
N -4.436 -0.257 0.253 -0.03
N 2.156 -0.523 0.373 -0.01
H 0.508 2.124 -0.749 0.14
H -2.433 -0.563 -0.784 0.05
H 4.078 0.149 0.053 0.09
H 3.818 -0.906 1.599 0.13
H 4.082 -1.751 -0.140 0.12
H 2.487 1.274 -0.546 0.20
H -5.278 -0.860 0.086 0.05
H -4.678 0.747 -0.020 0.07
H -4.177 -0.449 1.219 0.02
```


[7]
Molecular formula: C3H9N4
Method: DFT, ωB97M-V with the def2-TZVPD basis set

* DFT total energy: -9202.99723 eV
* Kohn-Sham gap (alpha / beta): 0.349 / 0.202 hartree
* HOMO level (alpha / beta): -12.724 / -14.074 eV
* max |F|: 11.81 eV/Å
* multiplicity: 3
* energy relative to the best compared isomer or geometry (same formula, charge and spin): 406.4 kJ/mol
* total charge: +1

Structure (XYZ):
```
16
Properties=species:S:1:pos:R:3:lowdin_charge:R:1
C 1.616 -0.421 0.323 -0.22
C 1.682 0.653 -0.693 -0.07
C -0.692 -1.249 -0.020 -0.19
N 0.677 -1.237 0.578 0.05
N -1.371 -0.085 0.006 -0.32
N -2.558 -0.057 -0.506 0.32
N -0.944 0.916 0.560 0.23
H 2.477 -0.612 1.000 0.14
H 0.907 0.576 -1.508 0.10
H 1.506 1.618 -0.327 0.05
H -0.782 -1.745 -0.968 0.14
H -1.108 -2.052 0.645 0.16
H -2.719 -0.845 -1.068 0.14
H -3.037 0.815 -0.446 0.16
H -0.082 0.827 1.212 0.15
H 2.727 0.764 -1.182 0.13
```


[8]
Molecular formula: C3H9N4
Method: DFT, ωB97M-V with the def2-TZVPD basis set

* DFT total energy: -9203.02157 eV
* Kohn-Sham gap (alpha / beta): 0.227 / 0.270 hartree
* HOMO level (alpha / beta): -11.614 / -14.862 eV
* max |F|: 3.40 eV/Å
* multiplicity: 3
* energy relative to the best compared isomer or geometry (same formula, charge and spin): 404.0 kJ/mol
* total charge: +1

Structure (XYZ):
```
16
Properties=species:S:1:pos:R:3:lowdin_charge:R:1
C -0.944 -1.277 -0.904 -0.11
C -0.275 -1.261 0.468 -0.29
C -0.030 1.785 -1.005 0.14
N 1.859 1.843 0.391 0.32
N 0.794 0.406 1.701 0.05
N 1.038 2.012 -0.373 -0.01
N -0.244 -0.004 1.067 -0.01
H -1.921 -0.687 -1.056 0.12
H -0.204 -0.892 -1.545 0.03
H -1.283 -2.320 -1.078 0.10
H 0.601 -1.951 0.372 0.15
H -1.038 -1.901 0.902 0.13
H -0.208 0.883 -1.494 0.06
H -0.611 2.487 -1.448 0.09
H 1.507 -0.244 1.631 0.09
H 0.957 1.121 2.371 0.14
```


[9]
Molecular formula: C3H9N4S
Method: DFT, ωB97M-V with the def2-TZVPD basis set

* DFT total energy: -20040.03032 eV
* Kohn-Sham gap (alpha / beta): 0.256 / 0.256 hartree
* HOMO level (alpha / beta): -12.479 / -12.481 eV
* max |F|: 2.96 eV/Å
* multiplicity: 1
* energy relative to the best compared isomer or geometry (same formula, charge and spin): 611.6 kJ/mol
* total charge: +1

Structure (XYZ):
```
17
Properties=species:S:1:pos:R:3:lowdin_charge:R:1
C -0.616 0.780 0.147 -0.45
C 2.271 0.177 0.469 -0.47
C -1.762 0.921 -0.817 -0.03
N 0.563 1.381 -0.508 0.12
N 1.691 1.016 -0.353 0.01
N -0.375 -0.429 0.844 -0.07
N -1.063 -1.494 0.299 0.09
S 3.803 -0.642 0.446 0.93
H -0.702 1.435 1.141 0.22
H 1.884 0.192 1.457 0.06
H -1.805 0.133 -1.536 0.07
H -1.807 1.879 -1.241 0.08
H -2.608 0.685 -0.184 0.09
H -1.148 -1.461 -0.682 0.12
H -2.045 -1.598 0.684 0.20
H -0.526 -2.337 0.581 0.19
H 4.245 -0.636 -0.746 -0.15
```


[10]
Molecular formula: C3H9N4S
Method: DFT, ωB97M-V with the def2-TZVPD basis set

* DFT total energy: -20040.72409 eV
* Kohn-Sham gap: 0.354 hartree
* HOMO level: -13.320 eV
* max |F|: 4.88 eV/Å
* multiplicity: 1
* energy relative to the best compared isomer or geometry (same formula, charge and spin): 544.7 kJ/mol
* total charge: +1

Structure (XYZ):
```
17
Properties=species:S:1:pos:R:3:lowdin_charge:R:1
C 0.709 0.774 1.307 -0.53
C -2.940 0.856 0.962 0.00
C 2.192 -1.104 -1.401 -0.15
N -0.401 0.784 0.919 0.05
N -1.569 0.609 0.356 -0.02
N 0.988 -0.499 -1.018 -0.16
N -0.099 -0.822 -1.514 0.06
S 2.126 1.450 1.538 0.99
H -2.998 0.349 1.958 0.10
H -3.806 0.659 0.329 0.09
H -2.936 1.963 1.081 0.09
H 3.129 -0.428 -1.613 0.12
H 2.540 -1.688 -0.485 0.11
H 2.352 -1.737 -2.253 0.07
H -1.626 0.013 -0.446 0.09
H -0.127 -1.715 -2.178 0.13
H 2.466 0.539 2.458 -0.06
```


[11]
Molecular formula: C3H9N5
Method: DFT, ωB97M-V with the def2-TZVPD basis set

* DFT total energy: -10704.24301 eV
* Kohn-Sham gap: 0.328 hartree
* HOMO level: -8.387 eV
* max |F|: 5.43 eV/Å
* multiplicity: 1
* structure (SMILES): [H]/N=C(\N)NC/C=N\N
* energy relative to the best compared isomer or geometry (same formula, charge and spin): 367.1 kJ/mol
* total charge: 0

Structure (XYZ):
```
17
Properties=species:S:1:pos:R:3:lowdin_charge:R:1
C -1.733 0.236 -0.190 -0.20
C -1.076 -0.915 0.507 -0.23
C 1.200 0.174 0.603 -0.54
H -1.043 0.171 -3.185 0.04
H -0.018 -0.203 -2.012 0.02
H -2.507 0.939 0.224 0.11
H -0.869 -1.781 -0.074 0.09
H -2.016 -1.226 1.140 0.14
H -0.050 -0.032 2.173 0.10
H 2.963 1.040 1.085 0.07
H 2.042 0.706 2.659 0.21
H 2.290 0.642 -1.186 0.14
N -0.963 -0.393 -2.382 -0.01
N -1.797 0.333 -1.505 -0.07
N 0.140 -0.667 1.355 0.02
N 2.075 0.770 1.458 0.05
N 1.361 0.204 -0.669 0.06
```


[12]
Molecular formula: C3H9N5
Method: DFT, ωB97M-V with the def2-TZVPD basis set

* DFT total energy: -10704.94578 eV
* Kohn-Sham gap: 0.316 hartree
* HOMO level: -8.175 eV
* max |F|: 6.58 eV/Å
* multiplicity: 1
* structure (SMILES): [H]/N=C(NN)/C(=N\[H])NC
* energy relative to the best compared isomer or geometry (same formula, charge and spin): 299.3 kJ/mol
* total charge: 0

Structure (XYZ):
```
17
Properties=species:S:1:pos:R:3:lowdin_charge:R:1
C -0.618 2.019 -1.585 -0.06
C -0.165 -0.199 -0.851 -0.39
C 0.092 -1.018 0.503 -0.38
H -1.404 2.613 -1.066 0.09
H 0.241 2.723 -1.703 0.09
H -0.835 1.483 -2.402 0.01
H -0.053 1.469 0.404 0.08
H -0.503 -1.658 -1.973 0.02
H 0.518 -2.771 1.060 0.05
H -0.168 -0.823 2.594 0.16
H 0.771 1.323 2.653 0.06
H 1.827 0.228 2.331 0.11
N -0.180 1.118 -0.521 -0.04
N -0.567 -0.658 -1.975 0.11
N 0.151 -2.239 0.289 0.15
N 0.098 -0.314 1.693 -0.08
N 1.033 0.750 1.900 0.01
```